No. 1
Molecular formula: C3H3N
Method: DFT, wB97M-V/def2-TZVPD

Properties
E   -170.60847 a.u.
Total charge   0
Energy above the lowest of the compared OMol25 structures with the same formula, charge and spin   581.9 kJ/mol
F_max   7.68 eV/Å

CARTESIAN COORDINATES (ANGSTROEM)
C: -2.463 -0.096 0.163
C: -1.315 -0.063 -0.048
C: 1.150 0.274 -0.352
N: 1.808 -0.341 0.462
H: -3.500 -0.248 0.520
H: 1.473 1.032 -1.134
H: 2.847 -0.558 0.388

Mulliken atomic charge list, values in e, 4 entries:
1 C -0.62
2 C -0.05
3 C 0.13
4 N -0.36

No. 2
Molecular formula: C36H48BrIN12O4
Method: DFT, wB97M-V/def2-TZVPD

Properties
E   -5230.24527 a.u.
SMILES   CC[C@H](Br)[C@]1(C)OC(=O)O[C@@]1(CC(=O)I)c1cccnc1.CC#N.CC#N.CC#N.CC#N.CC#N.CC#N.CC#N.CC#N.CC#N.CC#N.CC#N
Total charge   0
Energy above the lowest of the compared OMol25 structures with the same formula, charge and spin   0.0 kJ/mol
F_max   1.62 eV/Å

CARTESIAN COORDINATES (ANGSTROEM)
C: 1.675 1.364 -1.165
C: 1.519 2.329 0.010
C: 2.047 1.612 1.263
Br: 0.608 0.421 1.854
C: 2.518 2.579 2.371
C: 1.309 3.130 3.124
O: 3.109 3.760 1.780
C: 4.420 3.531 1.571
O: 5.150 4.219 0.955
O: 4.759 2.376 2.195
C: 3.745 2.092 3.197
C: 3.736 0.564 3.358
C: 4.701 0.026 4.390
O: 5.814 0.369 4.563
I: 3.878 -1.590 5.592
C: 4.089 2.849 4.468
C: 5.390 3.334 4.632
C: 5.713 4.000 5.809
C: 4.730 4.142 6.780
N: 3.479 3.697 6.654
C: 3.192 3.058 5.516
H: 2.733 1.202 -1.376
H: 1.262 0.390 -0.932
H: 1.162 1.713 -2.057
H: 2.107 3.210 -0.223
H: 0.462 2.543 0.120
H: 2.834 0.953 0.917
H: 1.568 4.081 3.578
H: 0.974 2.464 3.906
H: 0.502 3.322 2.427
H: 2.738 0.276 3.671
H: 3.981 0.063 2.428
H: 6.138 3.189 3.872
H: 6.707 4.389 5.957
H: 4.984 4.643 7.706
H: 2.192 2.668 5.426
C: -2.142 0.728 -3.192
C: -1.944 0.975 -1.770
N: -1.802 1.152 -0.646
H: -2.283 1.672 -3.718
H: -1.276 0.215 -3.603
H: -3.024 0.109 -3.338
C: -3.497 -3.521 -2.854
C: -2.836 -2.818 -3.947
N: -2.311 -2.259 -4.800
H: -3.836 -4.496 -3.196
H: -2.796 -3.657 -2.034
H: -4.350 -2.939 -2.507
C: -5.350 3.662 -2.427
C: -5.645 2.357 -3.004
N: -5.854 1.326 -3.462
H: -4.425 3.618 -1.856
H: -5.236 4.390 -3.226
H: -6.157 3.975 -1.770
C: 3.947 -1.667 -2.662
C: 2.630 -1.774 -2.047
N: 1.593 -1.848 -1.562
H: 4.088 -2.474 -3.379
H: 4.037 -0.713 -3.178
H: 4.718 -1.733 -1.897
C: 0.763 -4.510 -3.703
C: -0.494 -5.241 -3.769
N: -1.484 -5.816 -3.824
H: 1.296 -4.778 -2.792
H: 1.376 -4.757 -4.567
H: 0.561 -3.441 -3.696
C: -1.882 -9.305 -3.871
C: -1.010 -10.401 -3.467
N: -0.328 -11.266 -3.146
H: -1.661 -9.015 -4.896
H: -2.922 -9.623 -3.806
H: -1.733 -8.445 -3.223
C: -5.523 3.030 -7.154
C: -4.664 3.673 -6.168
N: -3.995 4.168 -5.380
H: -5.137 2.040 -7.387
H: -6.530 2.933 -6.754
H: -5.553 3.628 -8.063
C: 8.650 1.799 4.884
C: 9.536 2.382 5.884
N: 10.233 2.840 6.671
H: 9.006 0.811 4.603
H: 7.646 1.710 5.287
H: 8.627 2.433 3.999
C: -6.380 4.693 1.872
C: -5.735 5.388 0.762
N: -5.223 5.940 -0.103
H: -6.777 3.740 1.527
H: -5.663 4.511 2.659
H: -7.193 5.297 2.266
C: -3.757 4.169 6.169
C: -5.022 4.135 5.445
N: -6.017 4.107 4.876
H: -3.612 3.231 6.699
H: -2.937 4.314 5.469
H: -3.765 4.988 6.885
C: -3.896 -13.154 -4.923
C: -4.644 -12.022 -4.389
N: -5.212 -11.119 -3.967
H: -3.734 -13.017 -5.990
H: -2.933 -13.226 -4.421
H: -4.455 -14.073 -4.762

Mulliken atomic charge list, values in e, 4 entries:
1 C -1.43
2 C -0.23
3 C -1.75
4 Br -0.06

No. 3
Molecular formula: C18H51BrClNO16P4Si2
Method: DFT, wB97M-V/def2-TZVPD

Properties
E   -6953.85267 a.u.
Total charge   0
F_max   7.15 eV/Å

CARTESIAN COORDINATES (ANGSTROEM)
C: -3.124 1.581 -0.947
C: -3.769 2.962 -0.956
O: -2.930 4.041 -0.520
Si: -2.251 4.000 0.960
Cl: -3.531 3.078 2.248
Br: -2.102 6.105 1.593
O: -0.792 3.283 0.867
Si: 0.324 3.133 2.127
C: 1.741 2.139 1.376
C: 2.928 1.950 2.323
C: 4.268 1.677 1.584
C: 4.885 0.325 1.955
N: 3.973 -0.832 1.865
C: 1.101 4.790 2.639
O: 0.737 5.173 3.981
O: 1.857 4.938 4.833
P: -0.454 2.016 3.878
C: -1.144 0.482 3.139
C: 0.894 1.606 5.065
H: -3.415 1.018 -0.061
H: -2.045 1.601 -1.080
H: -3.524 1.028 -1.798
H: -4.730 2.965 -0.440
H: -4.012 3.193 -1.994
H: 2.081 2.686 0.488
H: 1.369 1.175 1.018
H: 3.065 2.785 3.011
H: 2.745 1.076 2.951
H: 4.971 2.460 1.873
H: 4.085 1.727 0.511
H: 5.705 0.138 1.258
H: 5.322 0.366 2.953
H: 3.556 -0.968 2.780
H: 3.177 -0.596 1.280
H: 2.187 4.702 2.614
H: 0.851 5.596 1.946
H: 2.352 5.770 4.793
H: -1.609 0.760 2.191
H: -1.922 0.075 3.776
H: -0.384 -0.266 2.921
H: 1.733 2.290 4.981
H: 1.263 0.592 4.892
H: 0.467 1.625 6.063
C: -1.334 -3.903 -5.157
O: -1.668 -3.215 -3.931
P: -2.570 -1.827 -3.869
O: -1.790 -1.086 -2.860
O: -3.824 -2.652 -3.211
C: -4.410 -3.763 -3.886
O: -3.544 -0.613 -4.362
C: -4.628 -0.822 -5.286
H: -0.277 -4.158 -5.125
H: -1.919 -4.820 -5.235
H: -1.515 -3.292 -6.042
H: -4.014 -4.694 -3.478
H: -4.228 -3.745 -4.964
H: -5.485 -3.731 -3.720
H: -5.499 -1.193 -4.747
H: -4.366 -1.516 -6.083
H: -4.870 0.140 -5.730
C: 1.198 -0.033 -4.411
O: 2.470 0.495 -3.982
P: 2.923 1.989 -4.341
O: 4.318 2.010 -4.754
O: 2.741 2.626 -2.858
C: 1.591 2.317 -2.066
O: 2.134 3.095 -5.178
C: 0.750 3.402 -4.938
H: 1.359 -1.030 -4.816
H: 0.522 -0.102 -3.559
H: 0.734 0.588 -5.181
H: 1.840 1.539 -1.345
H: 0.744 1.981 -2.663
H: 1.295 3.217 -1.530
H: 0.670 4.096 -4.102
H: 0.157 2.512 -4.733
H: 0.364 3.881 -5.834
C: -0.518 -6.019 5.040
O: -1.151 -4.853 4.473
P: -0.319 -3.574 3.962
O: -0.973 -2.347 4.395
O: -0.599 -3.832 2.374
C: -0.480 -5.122 1.788
O: 1.245 -3.267 3.822
C: 2.181 -4.222 3.291
H: -1.064 -6.298 5.938
H: -0.561 -6.841 4.326
H: 0.523 -5.836 5.311
H: -1.468 -5.576 1.693
H: 0.160 -5.792 2.364
H: -0.048 -5.003 0.796
H: 2.162 -4.183 2.203
H: 1.971 -5.237 3.630
H: 3.170 -3.936 3.636

Mulliken atomic charge list, values in e, 4 entries:
1 C -0.40
2 C -0.48
3 O -0.34
4 Si 0.46

No. 4
Molecular formula: C3H10N4
Method: DFT, wB97M-V/def2-TZVPD

Properties
E   -339.10890 a.u.
Total charge   0
Energy above the lowest of the compared OMol25 structures with the same formula, charge and spin   575.1 kJ/mol
F_max   4.46 eV/Å

CARTESIAN COORDINATES (ANGSTROEM)
C: 1.310 1.647 0.709
C: 1.036 -0.474 -0.464
C: -1.626 0.178 -0.751
N: -1.809 -1.740 1.141
N: -0.710 -1.506 1.455
N: 0.575 0.713 0.015
N: -0.748 0.963 0.066
H: 1.189 1.706 1.852
H: 2.355 1.551 0.562
H: 1.006 2.703 0.362
H: 0.318 -1.215 0.123
H: 0.965 -0.707 -1.542
H: 2.094 -0.714 -0.245
H: -2.161 -0.551 -0.188
H: -2.373 0.948 -0.975
H: -1.171 -0.386 -1.502
H: -2.518 -2.302 1.736

Mulliken atomic charge list, values in e, 4 entries:
1 C -0.77
2 C -0.70
3 C -0.89
4 N 0.04

No. 5
Molecular formula: C3H6N2O
Method: DFT, wB97M-V/def2-TZVPD

Properties
E   -302.57125 a.u.
SMILES   C=C(C=O)NN
Total charge   0
Energy above the lowest of the compared OMol25 structures with the same formula, charge and spin   319.9 kJ/mol
F_max   3.80 eV/Å

CARTESIAN COORDINATES (ANGSTROEM)
N: -0.913 -0.343 -0.573
C: 0.448 -0.083 -0.208
N: -1.939 0.541 -0.202
C: 0.877 -1.287 0.550
C: 1.212 1.003 -0.280
O: 1.947 -1.848 0.293
H: -1.184 -1.321 -0.704
H: -2.098 0.512 0.808
H: -1.694 1.506 -0.428
H: 0.259 -1.566 1.420
H: 2.235 0.985 0.089
H: 0.850 1.901 -0.766

Mulliken atomic charge list, values in e, 4 entries:
1 N -0.15
2 C 0.47
3 N -0.61
4 C -0.02

No. 6
Molecular formula: C6H8O3S
Method: DFT, wB97M-V/def2-TZVPD

Properties
E   -857.24875 a.u.
SMILES   C[C@@H]1OC(=O)[C@@]2(OS2)[C@H]1C
Total charge   0
Energy above the lowest of the compared OMol25 structures with the same formula, charge and spin   190.0 kJ/mol
F_max   3.66 eV/Å

CARTESIAN COORDINATES (ANGSTROEM)
C: -1.495 1.149 -0.406
C: 0.187 -0.607 -0.077
C: 0.783 0.797 0.199
C: -1.363 -0.311 -0.093
C: 0.449 -1.349 -1.451
C: 1.261 0.947 1.597
O: -2.442 1.783 -0.761
O: -0.293 1.753 -0.250
O: -2.210 -1.213 -0.653
S: -2.448 -1.034 1.003
H: 0.442 -1.142 0.917
H: 1.559 0.975 -0.531
H: -0.264 -0.963 -2.209
H: 0.270 -2.504 -1.549
H: 1.503 -1.112 -1.708
H: 0.291 0.889 2.247
H: 1.728 1.843 1.831
H: 2.041 0.100 1.895

Mulliken atomic charge list, values in e, 4 entries:
1 C 0.48
2 C 0.36
3 C 0.24
4 C 0.40

No. 7
Molecular formula: C8H10N2S
Method: DFT, wB97M-V/def2-TZVPD

Properties
E   -818.36770 a.u.
Total charge   0
Energy above the lowest of the compared OMol25 structures with the same formula, charge and spin   385.9 kJ/mol
F_max   3.94 eV/Å

CARTESIAN COORDINATES (ANGSTROEM)
C: -1.548 0.492 0.516
C: -0.956 -1.402 -0.546
C: 0.770 0.928 1.595
C: -0.117 0.297 0.829
C: -2.027 -0.497 -0.172
C: 0.154 -0.926 0.064
C: 2.763 -0.471 0.029
C: -3.431 -0.591 -0.691
N: 3.141 1.740 -0.801
N: 2.573 0.549 -0.740
S: 1.671 -1.817 0.130
H: -2.204 1.264 0.907
H: -1.155 -2.225 -1.131
H: 0.381 1.848 2.010
H: 3.757 -0.532 0.611
H: -3.766 0.314 -1.141
H: -4.145 -0.950 0.088
H: -3.415 -1.381 -1.452
H: 4.021 1.753 -0.368
H: 1.844 0.867 1.584
H: 1.688 0.737 -1.320

Mulliken atomic charge list, values in e, 4 entries:
1 C -1.18
2 C -0.74
3 C -0.73
4 C 0.88

No. 8
Molecular formula: C40H44NPRhSSi
Method: DFT, wB97M-V/def2-TZVPD

Properties
E   -2744.72555 a.u.
⟨S²⟩   6.0082
Multiplicity   5
Total charge   +1
Energy above the lowest of the compared OMol25 structures with the same formula, charge and spin   0.0 kJ/mol
F_max   3.00 eV/Å

CARTESIAN COORDINATES (ANGSTROEM)
Rh: -0.576 -0.025 0.239
S: -3.535 -0.910 -3.237
C: -2.089 -0.370 -4.046
C: -1.863 -0.211 -5.402
C: -0.613 0.209 -5.813
C: 0.397 0.474 -4.887
C: 0.174 0.325 -3.535
C: -1.080 -0.102 -3.099
N: -1.469 -0.310 -1.809
C: -2.709 -0.742 -1.710
C: -3.313 -1.007 -0.434
C: -4.588 -1.570 -0.301
C: -5.110 -1.793 0.954
C: -4.373 -1.464 2.090
C: -3.102 -0.925 1.970
C: -2.556 -0.675 0.716
H: -2.647 -0.413 -6.111
H: -0.415 0.334 -6.865
H: 1.366 0.798 -5.239
H: 0.943 0.522 -2.806
H: -5.157 -1.828 -1.183
H: -6.090 -2.232 1.052
H: -4.786 -1.629 3.073
H: -2.529 -0.695 2.861
C: 0.847 -5.037 -2.685
C: 1.147 -3.727 -3.022
C: 1.173 -2.749 -2.043
C: 0.926 -3.069 -0.712
C: 0.611 -4.382 -0.386
C: 0.579 -5.361 -1.366
Si: 1.067 -1.699 0.651
C: 0.672 -2.612 2.307
C: 1.628 -2.762 3.301
C: 1.320 -3.452 4.463
C: 0.062 -4.005 4.630
C: -0.892 -3.868 3.635
C: -0.591 -3.165 2.482
C: 2.866 -1.023 0.739
C: 3.252 -0.179 1.780
C: 4.521 0.368 1.816
C: 5.415 0.109 0.791
C: 5.044 -0.727 -0.249
C: 3.783 -1.296 -0.272
H: 0.832 -5.802 -3.448
H: 1.362 -3.466 -4.050
H: 1.397 -1.730 -2.322
H: 0.404 -4.654 0.638
H: 0.348 -6.382 -1.095
H: 2.619 -2.354 3.171
H: 2.071 -3.564 5.232
H: -0.170 -4.556 5.529
H: -1.870 -4.310 3.752
H: -1.345 -3.045 1.714
H: 2.547 0.041 2.570
H: 4.809 1.003 2.641
H: 6.401 0.547 0.810
H: 5.738 -0.938 -1.049
H: 3.514 -1.968 -1.074
C: 1.328 4.085 2.017
C: 0.757 2.682 1.834
C: -0.008 2.206 3.070
P: -0.332 2.316 0.357
C: -1.984 3.167 0.627
C: -1.980 4.617 1.102
C: -2.828 3.002 -0.639
C: 0.471 3.011 -1.183
C: 1.888 2.438 -1.252
C: 0.453 4.521 -1.391
H: 1.857 4.115 2.970
H: 0.565 4.854 2.033
H: 2.043 4.326 1.237
H: 1.606 1.999 1.677
H: -0.771 2.923 3.363
H: 0.669 2.073 3.911
H: -0.491 1.243 2.864
H: -2.448 2.553 1.414
H: -1.466 5.273 0.407
H: -1.530 4.714 2.086
H: -3.012 4.955 1.182
H: -2.423 3.576 -1.472
H: -3.848 3.341 -0.456
H: -2.863 1.949 -0.921
H: -0.119 2.557 -1.992
H: 2.567 2.969 -0.590
H: 2.276 2.514 -2.265
H: 1.889 1.384 -0.953
H: 0.870 5.060 -0.547
H: -0.557 4.880 -1.575
H: 1.053 4.749 -2.272

Mulliken atomic charge list, values in e, 4 entries:
1 Rh -0.49
2 S -0.39
3 C 0.99
4 C -0.54